No. 1
Density functional theory data (ωB97M-V/def2-TZVPD) for a molecular structure, C40H48F5N6O3W.

Each line ends with the Mulliken charge.
Cartesian coordinates (Å):
1 W -0.24096 -0.35322 -0.49956  2.334
2 F -4.60811 -2.76544 1.99151  -0.308
3 F -5.29015 1.63658 3.44564  -0.348
4 F -2.85984 2.28035 2.84365  -0.431
5 F 1.75535 1.35298 -2.13800  0.259
6 F -2.12095 -2.20156 1.45323  -0.156
7 O -1.55156 -1.26842 -0.98941  -0.629
8 O 1.25137 -1.06799 -1.62531  0.931
9 O 0.53666 -1.66477 0.84128  -0.399
10 N -0.10756 -3.31365 -0.44470  0.702
11 N -1.20956 0.50164 1.23754  0.986
12 N 1.58706 0.99109 0.87630  0.498
13 N 2.74882 -2.74494 -1.31915  0.365
14 N -0.94269 1.34618 -1.65733  1.059
15 N 0.50547 -2.99881 0.56942  -0.769
16 C -4.38998 0.09171 -2.30912  -0.657
17 C 3.78540 -2.01777 -0.57859  0.945
18 C -3.40811 3.83221 1.08240  -2.182
19 C -2.81960 0.66728 -4.98089  -1.768
20 C -5.14843 0.82662 -1.41481  -1.502
21 C 1.90601 0.34100 2.16761  -1.366
22 C -4.53421 0.70983 2.86090  0.728
23 C -1.15504 2.94313 -3.53812  -1.866
24 C -1.09986 -0.81701 -3.99256  -0.534
25 C 1.59322 2.90042 -3.89843  -0.907
26 C -3.25224 1.05132 2.50366  0.336
27 C 3.63887 -2.06159 -3.83005  -0.981
28 C -4.20030 -1.50583 2.11032  0.290
29 C -1.03752 -6.43774 -2.13220  -0.764
30 C -2.40714 1.31725 -1.67098  -1.709
31 C -5.05174 -0.55437 2.63810  -0.683
32 C -3.20461 2.21483 -0.92727  0.963
33 C -0.54129 -7.40537 -1.27361  -0.461
34 C -2.91169 -1.19234 1.74380  -0.645
35 C -3.04158 0.35002 -2.50616  0.825
36 C -1.46639 4.19655 -0.38633  -1.985
37 C 0.10496 -7.02150 -0.10193  -0.678
38 C -0.62596 1.74311 1.76661  -0.257
39 C -2.88300 3.61941 -0.35320  0.554
40 C 0.26113 -5.68243 0.20164  -0.249
41 C -0.56237 3.71120 -4.52617  -0.644
42 C 4.39839 -1.07967 -2.90031  0.007
43 C 4.90173 -1.68386 -1.57048  -0.994
44 C -2.52309 -0.29401 -3.81194  0.443
45 C -2.39276 0.14690 1.80248  0.193
46 C -0.88019 -5.09127 -1.83639  -0.176
47 C -4.56961 1.90944 -0.79865  -0.491
48 C 2.84492 1.57763 0.37527  -1.335
49 C 0.97631 2.15291 -2.92437  0.111
50 C 0.68815 2.12794 1.12072  -2.424
51 C 1.92677 -2.01913 -2.08909  -1.145
52 C -0.22771 -4.70690 -0.67443  -0.197
53 C -0.39926 2.13417 -2.67492  1.148
54 C 0.81048 3.70341 -4.71541  -0.854
55 C 2.11722 -2.13108 -3.57242  -0.240
56 H 5.46173 -2.59719 -1.79273  0.358
57 H -2.22989 2.96294 -3.42648  0.624
58 H 2.29567 1.08814 2.86923  0.504
59 H -0.87504 -1.62602 -3.30262  -0.468
60 H -3.73996 1.22946 -4.82060  0.357
61 H -3.17183 -1.16085 -3.95147  0.751
62 H 3.31021 2.18241 1.16116  0.404
63 H -0.66289 -8.45447 -1.50719  0.400
64 H -1.02361 -1.21373 -5.00852  0.675
65 H 4.13625 -2.62216 0.25580  0.421
66 H 5.59694 -0.99169 -1.09022  0.460
67 H -6.06496 -0.80249 2.92062  0.553
68 H -5.20046 2.57412 -0.22322  0.547
69 H -1.28328 -4.33002 -2.49409  0.363
70 H -6.20029 0.61226 -1.27500  0.484
71 H -1.31063 2.57623 1.61030  -0.273
72 H -0.35704 -0.02544 -3.89267  -0.248
73 H 0.47988 -7.76939 0.58449  0.398
74 H 3.12217 -3.54749 -1.81096  0.517
75 H -0.74140 3.50762 0.03577  0.492
76 H 1.60526 -1.28982 -4.03157  0.102
77 H -4.87307 -0.66596 -2.91411  0.445
78 H 2.66726 2.84026 -4.01540  0.532
79 H 4.08300 -3.05606 -3.74056  0.346
80 H 3.30891 -1.12492 -0.18932  -1.178
81 H -3.48425 4.26278 -1.00408  0.907
82 H -1.18903 4.32638 -5.15859  0.477
83 H 1.26504 4.29986 -5.49366  0.434
84 H -1.45267 5.10250 0.22193  0.536
85 H -4.22371 3.16701 1.35814  0.381
86 H 3.54347 0.80078 0.07985  0.358
87 H -0.49123 1.62318 2.84252  0.851
88 H 3.77378 -1.75647 -4.86749  0.521
89 H 2.65693 2.21641 -0.48001  0.405
90 H -2.92981 0.09453 -5.90361  0.508
91 H -3.76450 4.85640 1.19365  0.505
92 H 0.51924 2.60608 0.15772  0.659
93 H 1.03084 -0.13670 2.59443  0.317
94 H -1.13472 4.47071 -1.38045  0.250
95 H 5.27326 -0.71727 -3.44004  0.467
96 H -2.00359 1.37442 -5.11990  0.392
97 H 2.65859 -0.42827 2.01478  0.310
98 H 1.68424 -3.04822 -3.98180  0.338
99 H 1.16669 2.86515 1.78014  0.574
100 H 3.77029 -0.20441 -2.69807  -0.179
101 H -2.60851 3.69438 1.81213  0.591
102 H -1.55958 -6.73251 -3.03300  0.415
103 H 0.74540 -5.36328 1.11384  0.477

Summary:
**Expectation value of S²**: 2.046
**LUMO (spin up / spin down)**: -2.6 / -5.6 eV
**Charge**: +1
**2S+1**: 3
**HOMO (spin up / spin down)**: -9.76 / -10.00 eV

=====

No. 2
Density functional theory data (ωB97M-V/def2-TZVPD) for a single C4H5OP molecule.

Each line ends with the Mulliken charge.
Cartesian coordinates (Å):
1 P -0.77309 -1.80310 -0.91593  -0.190
2 O -2.11933 1.43274 -2.33888  -0.301
3 C -1.52518 -0.06291 -0.47174  0.047
4 C -0.13093 0.41583 -0.00846  -0.542
5 C 0.74924 -0.72695 -0.42325  -0.730
6 C -1.98435 0.72748 -1.40967  0.238
7 H 0.06023 0.61455 1.15245  0.235
8 H -2.27107 -0.53615 0.27029  0.321
9 H 0.00597 1.34747 -0.53370  0.290
10 H 1.17230 -1.21101 0.36104  0.302
11 H 1.42562 -0.75435 -1.25714  0.331

Summary:
**LUMO**: -0.4 eV
**HOMO**: -6.38 eV

=====

No. 3
Density functional theory data (ωB97M-V/def2-TZVPD) for 2 unconnected molecules or ions with the total composition C9H14NO3.

Each line ends with the Mulliken charge.
Cartesian coordinates (Å):
1 O 0.98888 -1.01205 1.96719  -0.550
2 O 0.64326 -2.23754 0.04473  -0.214
3 O 1.97686 -2.57322 -0.19143  -0.340
4 N 2.92574 0.30996 -0.26120  -0.304
5 C 1.16588 2.01099 -0.67001  -1.336
6 C 1.47694 0.51208 -0.66060  -0.506
7 C -3.44405 0.45575 -0.34476  -0.471
8 C 0.36469 -1.18295 0.85074  0.480
9 C -1.66485 0.27929 1.29937  -0.677
10 C -1.52941 -0.97984 -0.72278  -0.319
11 C -2.85171 0.90142 0.84680  -0.835
12 C -2.74263 -0.45324 -1.16304  -0.659
13 C -0.92154 -0.63023 0.49078  1.015
14 H 1.02895 0.09427 -1.47216  0.465
15 H 2.14491 -3.33704 0.33521  0.346
16 H -3.46918 1.59925 1.45548  0.368
17 H -4.29820 0.92526 -0.71017  0.451
18 H 3.38742 -0.67335 -0.59234  0.403
19 H 2.98072 0.21334 0.82049  0.392
20 H -1.35546 0.39432 2.26647  0.415
21 H -1.00740 -1.76002 -1.21569  0.546
22 H 1.84080 2.67003 -1.27605  0.445
23 H 1.09610 2.40432 0.27089  0.403
24 H 0.30805 2.09529 -1.36271  0.271
25 H -3.12796 -0.80681 -2.09971  0.428
26 H 0.48610 -0.33823 2.63143  0.399
27 H 3.59707 1.11896 -0.53693  0.385

Summary:
**LUMO (spin up / spin down)**: -3.8 / -3.8 eV
**Charge**: +1
**HOMO (spin up / spin down)**: -10.95 / -10.95 eV

=====

Table of energy (eV), in record order: -72745.84534; -15560.48266; -17179.34584
Table of strongest force on any atom (eV Å⁻¹), in record order: 2.151; 5.926; 4.161